(1)
89
Properties=species:S:1:pos:R:3:forces:R:3 method="wB97M-V/def2-TZVPD" total_energy_ev=-49436.2012 multiplicity=3 relative_energy_kj_mol=55.01 gap_ev="7.49 / 7.28"
C -4.750714 3.628351 -3.172670 0.7436 0.6642 0.6910
C -5.137468 3.082159 -1.814068 -0.5778 -0.5759 -0.5449
N -4.189519 2.069698 -1.322228 -0.1285 1.1942 0.2723
C -2.837135 2.612484 -1.089178 0.7633 -1.3705 -0.4555
C -1.777956 1.560330 -1.472918 0.2436 0.6971 0.7775
P -0.427384 1.477723 -0.126055 -0.1610 -0.5521 -0.4971
B 0.940183 1.356341 1.284371 0.3865 0.1182 0.4220
C 0.666153 0.866592 2.754246 0.2929 -0.4842 -0.7555
O 2.248985 1.692339 0.937026 -0.1943 0.4114 0.3034
C -4.750176 1.557394 -0.100065 0.4183 1.5365 0.2333
C -4.892536 2.466097 1.116880 1.0225 0.2267 -0.8552
O -5.123231 0.447313 -0.033791 -0.8418 -2.5447 -0.0007
H -4.179713 2.905880 -3.732901 -0.1529 -0.4119 -0.3692
H -4.085469 4.469858 -3.015902 0.2205 0.3065 -0.1862
H -5.597974 4.014394 -3.716084 -0.3259 -0.1157 -0.2499
H -6.088699 2.576321 -1.939283 -0.2550 -0.3009 0.1142
H -5.338249 3.885536 -1.106878 0.2090 0.3484 0.2056
H -2.648439 2.868648 -0.044122 -0.3295 0.3032 0.2221
H -2.635777 3.489785 -1.684678 -0.3237 0.4064 -0.0432
H -1.302844 1.788818 -2.418602 0.0791 -0.0128 -0.2946
H -2.216208 0.576723 -1.522158 -0.1877 -0.3978 -0.1318
H -0.412217 2.932213 -0.068802 0.1125 0.1594 0.0237
H 0.480972 0.856868 -1.075007 0.0098 0.0747 0.0711
H -1.329965 0.641888 0.665815 -0.1948 0.1350 0.0353
H 1.611760 0.677010 3.248905 0.0869 0.2301 0.4050
H 0.046284 1.571551 3.300205 -0.0328 0.2200 0.1896
H 0.124532 -0.074675 2.758354 -0.3366 -0.2011 -0.0204
H 2.394728 2.644773 0.877760 0.1164 -0.2362 -0.3642
H -4.345334 3.379092 0.934237 -0.0770 0.4814 0.1680
H -5.924803 2.694881 1.313500 -0.3957 -0.1279 0.1794
H -4.402491 1.964284 1.936522 -0.2010 -0.1880 0.4457
C 5.928268 -1.895440 4.320152 -0.0905 -0.2948 0.1417
C 5.195308 -0.577769 4.699141 1.2039 -0.9936 -1.0139
C 6.066824 0.307760 5.602527 -0.1482 0.2595 0.5617
C 6.094524 -0.093449 7.075160 0.0015 -0.0395 -0.0807
C 4.674677 -0.276361 7.601668 0.3038 0.3914 -0.1213
C 3.873349 -1.272975 6.766575 0.0492 -1.5246 0.8862
N 3.873757 -0.893884 5.320243 0.4672 1.7610 0.7918
O 3.070707 0.089791 5.141907 -0.8102 0.0048 -0.4233
C 4.456899 -2.682093 6.987990 0.2204 -0.0758 -0.1617
C 2.442943 -1.354302 7.290226 -0.3297 0.3446 -0.2215
C 5.020850 0.169276 3.377832 -0.4933 0.2987 0.0164
H 5.491002 -2.780655 4.772042 0.0047 0.0803 0.0903
H 5.872804 -2.079355 3.247208 0.0200 0.1640 -0.0290
H 6.983587 -1.868298 4.596284 -0.0116 0.0326 0.0128
H 5.699790 1.337760 5.547758 -0.1416 -0.0569 -0.0594
H 7.084412 0.330184 5.209011 -0.0484 -0.0686 -0.1536
H 6.685477 -1.002903 7.213816 -0.0601 -0.0358 0.0027
H 6.599036 0.684819 7.651803 0.0262 -0.0136 -0.0193
H 4.705488 -0.613879 8.639784 -0.1077 -0.1220 -0.0270
H 4.168412 0.694119 7.609215 -0.0750 -0.0390 -0.1286
H 3.943484 -3.418941 6.368109 -0.0044 0.0281 -0.0266
H 4.322864 -2.977092 8.028894 -0.1079 0.1113 0.0246
H 5.524148 -2.751225 6.789682 -0.0278 0.0154 -0.0395
H 1.950492 -0.383552 7.303256 0.0339 -0.0042 -0.1285
H 2.446994 -1.729866 8.313106 0.1427 -0.0534 -0.0020
H 1.843735 -2.035760 6.684124 0.0110 0.0290 -0.0311
H 4.339417 -0.357313 2.708625 -0.0076 -0.0088 0.0253
H 5.989371 0.247856 2.882923 0.0713 -0.1193 0.0799
H 4.643926 1.181213 3.517736 -0.0993 -0.0643 0.0343
C -0.931769 -3.023137 -6.414238 0.0682 0.2071 -0.2607
C -1.567856 -2.450607 -5.116024 0.7176 -1.3433 -1.0293
C -3.054304 -2.824053 -5.006968 -0.5002 0.3736 0.1092
C -4.003548 -1.966784 -5.840728 0.0901 -0.0316 -0.0185
C -3.736273 -0.485281 -5.593231 -0.2323 -0.3737 0.2838
C -2.277162 -0.112763 -5.849205 0.0088 0.6811 -1.6403
N -1.350621 -0.974718 -5.054064 -1.6185 -0.2256 1.0513
O -1.368657 -0.587703 -3.831790 0.7287 0.3934 0.4912
C -1.998552 -0.216429 -7.361611 0.0738 -0.2511 -0.0981
C -2.053011 1.356523 -5.508682 0.1413 0.1038 0.5023
C -0.845807 -3.165557 -3.976333 0.0568 0.3498 0.4855
H -0.667377 -2.260490 -7.140633 -0.1122 0.0327 0.0366
H 0.007048 -3.533462 -6.198439 -0.0655 -0.0614 0.1396
H -1.590302 -3.738925 -6.908773 -0.0218 0.0105 0.0293
H -3.364739 -2.736757 -3.960889 0.1305 0.0985 0.0261
H -3.180692 -3.875372 -5.271371 0.1691 -0.0313 0.0078
H -3.909370 -2.211753 -6.902488 0.0412 0.0553 -0.0068
H -5.034483 -2.200730 -5.567323 0.0120 -0.0283 -0.0086
H -4.383670 0.119654 -6.232068 0.1250 0.0908 -0.0553
H -4.007457 -0.240100 -4.560798 0.1530 -0.0011 0.0369
H -0.950194 -0.006613 -7.581052 0.0083 -0.0170 0.0340
H -2.600311 0.517292 -7.898449 -0.0299 0.0803 0.1299
H -2.251129 -1.184415 -7.788615 0.0330 -0.0038 0.0367
H -2.336279 1.589611 -4.483133 0.0818 -0.1153 0.0214
H -2.658724 1.982662 -6.163912 -0.0309 -0.1085 -0.1033
H -1.006968 1.635459 -5.649471 0.0060 -0.0300 0.0310
H 0.206529 -2.881412 -3.933063 -0.0124 0.0267 -0.0317
H -0.900964 -4.242244 -4.139961 -0.0363 0.0072 -0.1575
H -1.295208 -2.960233 -3.005920 0.0334 0.1110 -0.0337


(2)
96
Properties=species:S:1:pos:R:3:forces:R:3 method="wB97M-V/def2-TZVPD" total_energy_ev=-79174.6241 multiplicity=1 smiles="CCC[C@H](C)[C@H](CCCCS(=O)(=O)Cl)OC(=O)COC(F)(F)F.COC[C@@H](C)N.COC[C@@H](C)N.COC[C@@H](C)N" gap_ev=8.93
C 0.669539 -7.924632 -1.248766 -0.3069 0.0780 0.5460
C 0.437711 -7.365683 0.179689 1.0664 -0.1022 -0.6926
C 1.028398 -5.943170 0.367726 -0.9579 -0.6836 0.4594
C -0.015340 -4.817990 0.050729 2.4977 -0.6347 -0.5989
C 0.194559 -4.398347 -1.433014 -1.3642 -0.0905 0.0202
C 0.210431 -3.692547 1.055717 -0.6976 0.6402 0.0440
C -0.520342 -2.373127 0.758676 -0.8429 -0.0853 0.5436
C -1.898722 -2.524134 0.077089 0.1521 0.8451 -0.6798
C -2.876008 -1.354306 0.417690 0.4601 -0.5673 0.0031
C -4.014139 -1.875938 1.310762 0.8938 1.2782 0.0345
S -5.587760 -1.029999 1.065776 -0.5144 -1.2387 -0.3927
O -6.585132 -1.955960 1.447638 -0.7371 -0.6467 1.3103
O -5.730154 -0.563671 -0.263956 0.8388 1.2163 -0.8069
Cl -5.698214 0.556128 2.361087 0.4320 -0.2290 -0.2285
O 1.631138 -3.379076 1.209743 -0.4626 0.3759 -0.7014
C 2.017117 -3.391672 2.500175 -0.9968 3.2611 -0.7595
O 2.418513 -4.331032 3.025154 1.6661 -4.0449 1.9695
C 1.960901 -2.093375 3.331029 0.1730 -0.2984 -0.5560
O 1.238661 -2.426246 4.527054 0.0206 -0.0469 -1.1908
C 1.515283 -1.623648 5.552852 -0.9285 -0.2810 0.1887
F 1.615817 -0.352640 5.191702 0.2795 1.0339 -0.3198
F 0.521666 -1.722664 6.402526 -1.0424 -0.0437 0.8653
F 2.604857 -1.954579 6.201650 1.4221 -0.2422 0.2996
H 0.732095 -9.014506 -1.220166 -0.2842 0.0418 -0.1486
H -0.157789 -7.608669 -1.887834 0.2191 -0.1546 -0.2641
H 1.618684 -7.582782 -1.667011 -0.0983 0.1239 0.0147
H -0.630276 -7.410288 0.406747 0.0993 0.0533 0.1910
H 0.966618 -8.030565 0.868016 -0.1986 0.0353 0.0883
H 1.387801 -5.891132 1.397667 -0.1398 0.2529 -0.0510
H 1.909704 -5.854125 -0.268537 -0.0085 0.1854 0.1013
H -0.980616 -5.308803 0.160275 -0.2119 0.5435 0.2750
H 0.865117 -5.076931 -1.953490 0.2456 0.2216 0.0850
H -0.768715 -4.509661 -1.947776 0.1438 0.1663 -0.0835
H 0.482476 -3.354443 -1.571121 0.2924 -0.1550 0.0943
H -0.120402 -4.045405 2.040979 -0.1245 -0.1431 -0.1786
H -0.697417 -1.871113 1.721191 0.1894 -0.0463 -0.0623
H 0.073937 -1.671699 0.169196 0.2175 -0.2992 -0.0182
H -1.725693 -2.437914 -0.998870 -0.0317 -0.3181 0.0446
H -2.373420 -3.496521 0.223798 0.1143 0.0604 0.2507
H -3.234947 -0.909474 -0.510628 -0.2746 -0.1338 0.1126
H -2.292149 -0.577558 0.918686 -0.2763 0.0529 0.0852
H -3.722444 -1.769361 2.357550 -0.3385 -0.1600 0.0326
H -4.220881 -2.921141 1.092766 -0.4441 0.0972 -0.0159
H 2.993333 -1.865489 3.609058 -0.0177 0.1281 -0.2360
H 1.514867 -1.264798 2.780098 -0.1106 -0.0110 0.2490
C 1.980620 2.853314 5.418524 0.1621 -0.0137 -0.2857
O 2.784017 4.011598 5.287593 -0.0606 0.0337 0.1286
C 3.093702 4.666929 6.504570 0.0349 0.2403 0.0704
C 4.182075 3.993284 7.357030 -0.0913 -0.3310 -0.2564
C 3.725632 2.721896 8.068200 -0.0043 -0.0001 0.2735
N 5.378415 3.686567 6.564779 -0.0618 0.2200 -0.0840
H 1.224335 2.966433 6.200264 0.0479 -0.0260 0.0700
H 2.600885 1.977484 5.610326 -0.1347 -0.0746 0.1653
H 1.474957 2.688069 4.465934 0.0009 0.1184 0.0075
H 3.462279 5.654187 6.212623 0.0160 -0.0462 -0.0736
H 2.178806 4.838944 7.087908 -0.0138 -0.1538 0.0525
H 4.464451 4.711603 8.132423 -0.0103 0.0819 -0.0727
H 3.703314 1.855615 7.408316 -0.0199 0.0633 -0.0793
H 4.417000 2.479005 8.876327 0.0230 0.0286 -0.0522
H 2.733740 2.848357 8.507868 -0.0011 -0.0179 -0.0323
H 5.756036 4.552477 6.189066 0.0835 -0.0295 0.0880
H 5.075714 3.173533 5.739683 0.0380 -0.0776 0.0804
C -2.032540 1.327474 -4.762091 -0.0360 -0.4238 0.0442
O -2.536327 1.015024 -3.471846 -0.0720 0.1152 0.0278
C -3.654031 1.783586 -3.061581 -0.0714 0.0970 0.2270
C -4.999364 1.387532 -3.693221 0.2637 -0.1912 -0.2981
C -5.155807 1.805981 -5.153072 -0.1857 0.2059 -0.0630
N -5.241032 -0.053541 -3.586189 0.1555 0.0107 0.2535
H -2.077899 2.397355 -4.971254 -0.0251 -0.0004 -0.0182
H -2.567739 0.761088 -5.527650 -0.0577 0.1664 -0.1118
H -0.992059 1.013382 -4.799643 -0.0032 0.0820 0.0986
H -3.733814 1.619332 -1.982685 0.0132 -0.0715 -0.0210
H -3.449122 2.854896 -3.197549 -0.0139 -0.0028 -0.1651
H -5.778209 1.904953 -3.125226 0.0613 -0.0255 0.1058
H -4.634690 1.140061 -5.839272 0.0761 -0.0193 0.0784
H -6.209369 1.781601 -5.435692 0.0195 -0.0426 0.0493
H -4.792788 2.823763 -5.315012 0.0253 -0.0272 -0.0135
H -5.254486 -0.305412 -2.601006 -0.2126 -0.0338 0.0046
H -4.417101 -0.527515 -3.950362 -0.0861 0.0106 -0.1136
C 3.868151 4.513627 -6.024671 0.1326 -0.2669 0.0867
O 3.329472 4.200840 -4.753086 -0.0942 0.1108 -0.0411
C 2.194861 4.959952 -4.376661 -0.0814 0.0976 0.2231
C 0.873873 4.548488 -5.047741 0.2916 -0.1858 -0.2679
C 0.759232 4.960858 -6.512967 -0.2031 0.1738 -0.0685
N 0.641060 3.102821 -4.945721 0.1941 0.1339 0.1933
H 3.818608 5.585319 -6.236062 -0.0810 0.0057 -0.0258
H 3.363208 3.946975 -6.808892 -0.0209 0.1604 -0.1281
H 4.914330 4.206145 -6.026046 -0.0159 0.0379 0.1019
H 2.086288 4.798005 -3.300625 0.0462 -0.0690 -0.0230
H 2.393163 6.032280 -4.509078 -0.0217 -0.0017 -0.1612
H 0.072170 5.059851 -4.506087 0.0551 -0.0177 0.0979
H 1.307826 4.297974 -7.180434 0.0683 -0.0203 0.0789
H -0.284565 4.925866 -6.829176 0.0201 -0.0372 0.0413
H 1.117311 5.981191 -6.666288 0.0218 -0.0251 -0.0085
H 0.596192 2.846831 -3.962108 -0.1221 -0.0133 -0.0311
H 1.480559 2.634809 -5.281758 -0.0620 0.0165 -0.0761


Q: The highest multiplicity belongs to which entry?
A: C25H55BN3O4P


Q: The highest multiplicity belongs to which entry?
A: C25H55BN3O4P


Q: Which of these has the highest multiplicity?
A: C25H55BN3O4P